No. 1
Below is a 9-piece molecular cluster, H18O9 overall, with properties calculated with ωB97M-V/def2-TZVPD.

Properties
E_tot: -687.9613 hartree
Orbital gap: 10.926 eV
SMILES: O.O.O.O.O.O.O.O.O
Relative energy (zero: lowest compared OMol25 entry of this formula, charge and spin): 169.4 kJ/mol
Highest occupied orbital energy: -10.743 eV

Cartesian coordinates (Å):
O (1.178, -1.151, -3.691)
O (-2.521, 2.088, 0.343)
O (2.084, 1.105, -1.900)
O (-1.912, 0.894, 2.765)
O (0.705, -0.189, 0.207)
O (1.059, 0.998, 2.854)
O (-0.940, 1.015, -1.623)
O (2.273, -2.621, 0.478)
O (-1.955, -2.802, 0.792)
H (-0.252, -0.073, 0.163)
H (1.963, -2.928, -0.377)
H (2.142, 1.444, -2.801)
H (1.834, -1.763, 0.594)
H (-1.644, 1.342, -1.024)
H (1.557, -0.446, -3.146)
H (1.047, 0.405, -0.484)
H (-2.824, 2.982, 0.522)
H (-2.137, 1.759, 1.180)
H (-0.947, 0.990, 2.776)
H (-2.157, -3.503, 0.165)
H (1.163, 0.636, 1.951)
H (-1.368, 0.418, -2.243)
H (1.266, -1.944, -3.154)
H (2.994, 1.092, -1.578)
H (-2.209, 1.076, 3.661)
H (1.951, 1.185, 3.160)
H (-2.349, -2.010, 0.410)

No. 2
Below is C13H22BNO2Ru as an isolated structure, with properties calculated with ωB97M-V/def2-TZVPD.

Properties
E_tot: -833.3847 hartree
Orbital gap (alpha / beta): 5.015 / 7.255 eV
<S²>: 6.02
Multiplicity: 5
Highest occupied orbital energy (alpha / beta): -4.375 / -8.249 eV

Cartesian coordinates (Å):
Ru (-0.138, -0.054, -0.268)
O (-1.138, -2.870, -0.590)
O (0.106, -2.665, 1.368)
N (1.514, -0.412, 0.874)
C (1.283, 0.263, 2.066)
C (-1.361, -0.434, -2.043)
C (-1.216, -4.143, 0.081)
C (-0.207, -4.787, 2.422)
C (-0.116, 0.854, 1.606)
C (1.295, -4.569, 0.484)
C (-2.575, -4.237, 0.771)
C (-0.017, -4.077, 1.100)
C (-1.145, -5.207, -0.992)
C (0.177, 1.317, -1.944)
C (-0.997, 1.711, -1.206)
C (-1.947, 0.628, -1.262)
C (-0.051, -0.008, -2.466)
B (-0.433, -2.004, 0.253)
H (1.503, -4.107, -0.491)
H (-2.921, 0.605, -0.788)
H (-0.076, 1.948, 1.554)
H (-1.136, 2.652, -0.684)
H (0.660, -4.605, 3.068)
H (0.650, -0.596, -3.047)
H (-2.710, -5.229, 1.221)
H (-2.698, -3.475, 1.552)
H (1.165, -0.389, 2.952)
H (-1.109, -4.457, 2.948)
H (-0.933, 0.513, 2.249)
H (-1.200, -6.207, -0.544)
H (-1.999, -5.099, -1.672)
H (-0.224, -5.134, -1.582)
H (2.345, -0.982, 0.738)
H (-0.276, -5.871, 2.260)
H (-1.835, -1.375, -2.285)
H (2.012, 1.070, 2.262)
H (2.126, -4.335, 1.161)
H (-3.371, -4.099, 0.028)
H (1.271, -5.660, 0.355)
H (1.076, 1.911, -2.075)

No. 3
Below is a 2-piece molecular cluster, C16H22ClNO5 overall, with properties calculated with ωB97M-V/def2-TZVPD.

Properties
E_tot: -1513.8341 hartree
Charge: -2
Orbital gap: 1.950 eV
Highest occupied orbital energy: 1.585 eV

Cartesian coordinates (Å):
Cl (5.989, -0.289, 0.814)
O (3.422, -2.987, -1.508)
O (-6.937, 2.793, -0.250)
O (0.198, -2.666, 2.529)
O (-0.679, -1.031, -2.193)
O (-3.672, 1.538, 0.750)
N (0.176, 1.981, 0.589)
C (-4.556, 2.455, 0.291)
C (0.202, -1.166, -1.398)
C (-1.414, 1.811, -1.198)
C (1.151, 1.236, -1.462)
C (-0.985, -2.338, 1.800)
C (3.853, -0.088, -0.958)
C (2.574, -2.301, -1.001)
C (2.546, -0.817, -1.119)
C (4.204, -0.121, 0.550)
C (1.432, -2.859, -0.231)
C (0.260, -2.289, -0.433)
C (1.370, -0.241, -1.323)
C (-0.962, -2.739, 0.318)
C (-0.031, 1.697, -0.618)
C (3.635, 1.077, 1.336)
C (-6.061, 1.884, 0.215)
H (3.725, -1.003, 0.964)
H (-6.259, 1.495, 1.247)
H (-1.596, 1.130, -2.030)
H (-0.977, -3.836, 0.278)
H (4.615, -0.675, -1.478)
H (2.011, 1.806, -1.130)
H (2.912, 1.652, 0.760)
H (-4.646, 3.390, 0.895)
H (-4.359, 2.852, -0.737)
H (-2.169, 1.663, -0.391)
H (0.924, 1.443, -2.511)
H (-1.201, -1.285, 1.962)
H (-5.967, 0.941, -0.382)
H (3.095, 0.695, 2.200)
H (3.838, 0.920, -1.358)
H (1.585, -3.666, 0.469)
H (4.425, 1.748, 1.670)
H (0.280, -3.628, 2.485)
H (-0.704, 2.278, 1.019)
H (-1.899, -2.401, -0.127)
H (-1.533, 2.839, -1.562)
H (-1.817, -2.895, 2.255)

No. 4
Below is a 3-piece molecular cluster, C2H12N2O2 overall, with properties calculated with ωB97M-V/def2-TZVPD.

Properties
E_tot: -343.3571 hartree
Orbital gap: 10.239 eV
SMILES: CNCN.O.O
Relative energy (zero: lowest compared OMol25 entry of this formula, charge and spin): 94.6 kJ/mol
Highest occupied orbital energy: -9.564 eV

Cartesian coordinates (Å):
O (0.448, 5.668, 1.895)
O (0.174, -4.421, 0.176)
N (-0.747, 0.812, 0.270)
N (-0.160, -1.519, -0.444)
C (-0.173, -0.464, 0.609)
C (0.523, -1.005, -1.627)
H (-0.648, -4.451, 0.680)
H (0.221, -3.462, -0.013)
H (0.062, 5.561, 1.022)
H (-0.767, -0.838, 1.436)
H (-1.174, -1.564, -0.542)
H (0.853, -0.384, 0.971)
H (0.310, -1.602, -2.506)
H (0.133, -0.015, -1.900)
H (1.564, -0.883, -1.411)
H (-1.548, 0.686, -0.296)
H (-0.166, 1.510, -0.162)
H (1.096, 6.373, 1.842)

No. 5
Below is a 2-piece molecular cluster, C5H7N3 overall, with properties calculated with ωB97M-V/def2-TZVPD.

Properties
E_tot: -358.7652 hartree
Orbital gap: 6.354 eV
Relative energy (zero: lowest compared OMol25 entry of this formula, charge and spin): 664.7 kJ/mol
Highest occupied orbital energy: -7.791 eV

Cartesian coordinates (Å):
N (0.851, 0.674, -0.876)
N (0.559, -0.235, 4.023)
N (-0.743, -0.425, 0.209)
C (0.397, 0.235, 0.369)
C (-0.196, 0.248, -1.824)
C (-0.958, -0.812, -1.100)
C (0.628, -0.062, 2.740)
C (1.155, 0.166, 1.603)
H (0.522, 2.274, -0.654)
H (-1.942, -0.801, -1.285)
H (-0.589, -1.895, -1.045)
H (-1.095, -0.887, 1.003)
H (0.266, -0.333, -2.664)
H (1.940, 0.843, 1.778)
H (-0.796, 1.011, -2.277)

No. 6
Below is a 13-piece molecular cluster, C6H38O13 overall, with properties calculated with ωB97M-V/def2-TZVPD.

Properties
E_tot: -1229.4218 hartree
Orbital gap: 10.429 eV
Relative energy (zero: lowest compared OMol25 entry of this formula, charge and spin): 217.5 kJ/mol
Highest occupied orbital energy: -10.183 eV

Cartesian coordinates (Å):
O (6.237, 11.731, 10.157)
O (9.944, 8.294, 4.738)
O (14.131, 5.318, 6.204)
O (10.415, 8.451, 9.875)
O (6.422, 9.259, 12.036)
O (10.768, 10.148, 12.314)
O (7.971, 9.579, 6.313)
O (8.011, 10.569, 13.988)
O (9.696, 7.049, 13.178)
O (7.285, 12.851, 12.462)
O (8.055, 11.393, 8.256)
O (11.114, 8.930, 7.230)
O (10.431, 5.371, 10.979)
C (5.056, 8.799, 12.161)
C (9.130, 7.860, 9.521)
C (12.856, 5.033, 6.669)
C (9.316, 11.386, 8.894)
C (11.969, 10.043, 7.064)
C (9.564, 6.967, 5.052)
H (11.161, 9.682, 13.061)
H (9.562, 6.678, 6.078)
H (8.125, 10.281, 6.944)
H (4.519, 9.330, 12.930)
H (7.275, 11.701, 8.754)
H (10.619, 6.133, 10.393)
H (10.302, 6.374, 4.533)
H (9.689, 6.276, 12.575)
H (8.899, 10.337, 13.729)
H (8.502, 8.596, 8.926)
H (5.192, 7.779, 12.391)
H (13.916, 5.909, 5.445)
H (7.626, 12.279, 13.192)
H (6.434, 12.373, 10.849)
H (10.371, 9.449, 11.787)
H (6.390, 10.079, 11.466)
H (8.064, 13.284, 12.124)
H (9.372, 10.976, 9.911)
H (8.955, 7.065, 13.774)
H (10.947, 8.501, 6.359)
H (8.722, 7.595, 10.500)
H (12.292, 5.893, 7.116)
H (10.904, 8.589, 9.074)
H (9.977, 10.736, 8.344)
H (11.464, 10.907, 6.616)
H (7.510, 10.077, 13.332)
H (11.244, 4.929, 11.197)
H (12.973, 4.392, 7.508)
H (4.557, 8.761, 11.179)
H (12.403, 10.396, 8.045)
H (12.754, 9.691, 6.400)
H (7.366, 9.977, 5.677)
H (5.533, 12.161, 9.700)
H (9.262, 6.918, 8.979)
H (12.265, 4.511, 5.939)
H (9.726, 12.433, 9.014)
H (8.543, 6.673, 4.706)
H (9.278, 8.752, 5.248)

Which of these has the lowest E_tot? C16H22ClNO5

What is the formula in the second record? C13H22BNO2Ru